(1)
{"formula": "C19H18N4O7", "method": "the ωB97M-V functional and the def2-TZVPD basis", "symbols": ["C", "N", "C", "C", "O", "N", "O", "O", "C", "C", "C", "C", "C", "O", "C", "C", "C", "C", "C", "C", "C", "C", "C", "O", "N", "C", "O", "N", "C", "O", "H", "H", "H", "H", "H", "H", "H", "H", "H", "H", "H", "H", "H", "H", "H", "H", "H", "H"], "coordinates": [[-0.46394, -1.15717, 2.92502], [-0.25580, 0.33061, 2.64210], [-0.02541, 1.12922, 3.87666], [-1.27678, 0.95775, 4.70543], [-1.09641, 1.98943, 5.71896], [-2.08580, 2.92738, 5.96203], [-2.48173, 3.45954, 4.93348], [-2.25461, 3.14401, 7.11803], [0.45785, 0.78658, 1.38191], [-0.04980, 0.06636, 0.19678], [0.81238, -0.58263, -0.71225], [0.24131, -1.25086, -1.80430], [-1.12726, -1.32466, -2.15195], [-1.60959, -2.02637, -3.22625], [-0.87954, -2.13918, -4.37602], [-0.24070, -3.35124, -4.70779], [0.53235, -3.43414, -5.79866], [0.63688, -2.40458, -6.68157], [0.11678, -1.12049, -6.41465], [-0.56787, -0.98705, -5.20152], [-1.91415, -0.71521, -1.21574], [-1.45487, 0.04299, -0.13119], [0.40022, 2.29832, 0.96621], [-0.45284, 3.07603, 1.41923], [1.29422, 2.87035, 0.20244], [2.58464, 2.53764, 0.51125], [3.53258, 3.17135, 0.07578], [2.89384, 1.42896, 1.21437], [1.97551, 0.54276, 1.61326], [2.50185, -0.41627, 2.16538], [0.38748, -1.62834, 3.49992], [-0.52449, -1.64243, 2.06905], [-1.45749, -1.21732, 3.41657], [0.93337, 0.83486, 4.44137], [0.18777, 2.26041, 3.74736], [-1.40086, -0.07671, 5.25471], [-2.26621, 1.01345, 4.08657], [1.90771, -0.74416, -0.68140], [0.96520, -1.72447, -2.39332], [-0.24780, -4.22933, -4.00041], [1.04764, -4.41559, -5.83417], [1.22746, -2.56562, -7.49560], [0.32788, -0.28348, -7.04189], [-0.82748, 0.00352, -5.00067], [-2.97522, -0.96281, -1.37017], [-2.01819, 0.45151, 0.68976], [1.11576, 3.88120, 0.18113], [3.87418, 1.19588, 1.22475]], "gap_ev": 9.224, "e_above_lowest_kcal_mol": 75.1}

(2)
{"formula": "C19H18N6O2S", "method": "the ωB97M-V functional and the def2-TZVPD basis", "symbols": ["C", "N", "C", "O", "N", "C", "O", "C", "C", "N", "C", "S", "C", "N", "C", "C", "C", "N", "N", "C", "C", "C", "C", "C", "C", "C", "C", "C", "H", "H", "H", "H", "H", "H", "H", "H", "H", "H", "H", "H", "H", "H", "H", "H", "H", "H"], "coordinates": [[0.68451, 4.58223, -0.57637], [1.10379, 3.45464, 0.22620], [1.76259, 3.65262, 1.41972], [2.02365, 4.74960, 1.85424], [2.11782, 2.50286, 2.10815], [1.92366, 1.16229, 1.78612], [2.31029, 0.27053, 2.51186], [1.23667, 1.06014, 0.53153], [0.85717, 2.18464, -0.19555], [0.23419, 1.82350, -1.33438], [0.24503, 0.50319, -1.31551], [-0.44380, -0.49656, -2.58218], [0.75325, -0.17561, -3.82610], [0.43595, -0.55296, -5.05213], [1.33370, -0.31654, -5.99134], [2.54822, 0.29837, -5.71386], [2.77546, 0.62896, -4.38509], [1.88701, 0.38718, -3.43725], [0.83168, -0.01616, -0.21814], [0.96675, -1.40361, 0.14231], [-0.35279, -1.98008, 0.66021], [-0.85650, -1.23529, 1.90146], [-2.07783, -1.91589, 2.45108], [-3.33571, -1.62509, 1.93906], [-4.45865, -2.27748, 2.41563], [-4.33646, -3.23258, 3.41034], [-3.08659, -3.53088, 3.92519], [-1.96495, -2.87731, 3.44638], [1.08906, 4.48165, -1.58265], [-0.40353, 4.61125, -0.63527], [1.05892, 5.48651, -0.10114], [2.60098, 2.67896, 2.98261], [1.06075, -0.63092, -6.99007], [3.27483, 0.49949, -6.48238], [3.69492, 1.09419, -4.05400], [1.73095, -1.45948, 0.92044], [1.29482, -1.96088, -0.73983], [-1.10718, -1.93236, -0.12843], [-0.19049, -3.02972, 0.90975], [-0.06498, -1.21461, 2.65297], [-1.10129, -0.20474, 1.63304], [-3.43553, -0.87866, 1.16336], [-5.43149, -2.03954, 2.01070], [-5.21270, -3.74134, 3.78424], [-2.98526, -4.27407, 4.70266], [-0.99088, -3.11045, 3.85244]], "gap_ev": 8.874, "e_above_lowest_kcal_mol": 0.0}

(3)
{"formula": "C19H18NOPdS", "method": "the ωB97M-V functional and the def2-TZVPD basis", "symbols": ["C", "C", "C", "H", "C", "C", "H", "H", "H", "H", "C", "C", "C", "H", "C", "C", "H", "H", "H", "H", "Pd", "O", "C", "C", "H", "H", "H", "H", "C", "C", "C", "H", "C", "H", "C", "H", "C", "H", "S", "C", "N"], "coordinates": [[-2.48621, 0.77264, -0.10504], [-1.54370, 2.11144, -0.36451], [-0.69947, 1.71821, -1.49447], [-1.40142, 3.03366, 0.25065], [-1.12623, 0.47932, -2.05183], [-2.08780, -0.13422, -1.19195], [-2.61319, -1.09054, -1.34119], [-3.24043, 0.51905, 0.64966], [0.02592, 2.43926, -1.90214], [-0.79472, 0.07180, -3.00538], [1.70490, 0.32605, 1.62349], [0.66157, 1.10846, 2.24286], [-0.38087, 0.06144, 2.71993], [0.57464, 2.19807, 2.17907], [0.00001, -1.19602, 2.15211], [1.34902, -1.08100, 1.66670], [1.99076, -1.92708, 1.42622], [2.69670, 0.72220, 1.35979], [-1.39433, 0.16894, 3.15150], [-0.64357, -2.09167, 2.26984], [0.03362, -0.25112, -0.13317], [1.82909, -0.29998, -1.06470], [1.92116, -0.21241, -2.47959], [1.65549, -1.53265, -3.06782], [1.30779, 0.57731, -2.96763], [2.99214, 0.02226, -2.46366], [0.62110, -1.73218, -3.36310], [1.85487, -3.03820, -5.21174], [2.62313, -3.27576, -4.46326], [2.62777, -2.51356, -3.24730], [3.65724, -2.81352, -2.28117], [3.64934, -2.26272, -1.33026], [4.60174, -3.79747, -2.54494], [5.37012, -4.01430, -1.79568], [4.58861, -4.50787, -3.75928], [5.34651, -5.27300, -3.95746], [3.59511, -4.23191, -4.71701], [3.58119, -4.77784, -5.66456], [-1.26936, 1.23182, 1.10253], [-2.36553, 2.12731, 2.44212], [-3.08879, 2.58599, 3.23507]], "multiplicity": 5, "gap_ev": [5.370, 5.435], "s_squared": 6.081, "total_charge": 1, "e_above_lowest_kcal_mol": 0.0}

(4)
{"formula": "C19H19BrN2O3S2", "method": "the ωB97M-V functional and the def2-TZVPD basis", "symbols": ["C", "C", "C", "C", "C", "C", "C", "C", "C", "S", "C", "C", "C", "S", "O", "O", "N", "C", "O", "N", "C", "C", "C", "Br", "C", "C", "C", "H", "H", "H", "H", "H", "H", "H", "H", "H", "H", "H", "H", "H", "H", "H", "H", "H", "H", "H"], "coordinates": [[-5.28291, 2.42085, -3.20074], [-4.12582, 1.64701, -2.73535], [-4.07704, 1.05183, -1.44621], [-2.94373, 0.37972, -1.02994], [-2.94242, -0.04642, 0.42284], [-1.84377, 0.21492, -1.91880], [-0.60562, -0.45679, -1.55915], [-0.52437, -1.69800, -0.99858], [0.74007, -2.38931, -0.68285], [0.81178, -4.06866, -1.13676], [2.46377, -4.17004, -0.51765], [2.92436, -2.98335, -0.00038], [1.92274, -1.92970, -0.08592], [2.35763, -0.34628, 0.72618], [3.79713, -0.16106, 0.60190], [1.51954, 0.80379, 0.32059], [2.05735, -0.85731, 2.29790], [2.40538, 0.14825, 3.15629], [1.92325, 1.42437, 3.25696], [2.67020, 2.04213, 4.28942], [3.44083, 1.16719, 4.81317], [4.37817, 1.40896, 5.94791], [3.30833, -0.08519, 4.15026], [4.28433, -1.65819, 4.63683], [-1.86781, 0.85059, -3.19586], [-0.79619, 0.73965, -4.28609], [-3.03405, 1.52902, -3.57615], [-5.83350, 2.70498, -2.29197], [-4.98095, 3.30570, -3.71194], [-5.94184, 1.85774, -3.84082], [-4.88875, 1.16393, -0.74631], [-2.10469, 0.35024, 0.96649], [-2.91089, -1.13795, 0.50896], [-3.86480, 0.28050, 0.91570], [0.35428, -0.01071, -1.79244], [-1.43095, -2.27440, -0.87082], [3.10308, -5.04997, -0.61213], [3.97729, -2.85114, 0.25022], [2.49811, -1.73464, 2.46425], [5.40076, 1.24876, 5.61832], [4.12649, 0.71111, 6.73915], [4.28544, 2.44342, 6.34498], [-0.43689, -0.29046, -4.35502], [-1.21737, 0.95723, -5.29088], [0.02237, 1.40827, -4.01059], [-3.11831, 1.93942, -4.53498]], "gap_ev": 8.093, "e_above_lowest_kcal_mol": 0.0}

(5)
{"formula": "C19H19Cl3N3O2SSbScSe4", "method": "the ωB97M-V functional and the def2-TZVPD basis", "symbols": ["Sc", "N", "C", "O", "C", "C", "H", "H", "H", "H", "H", "H", "Se", "Sb", "Se", "Se", "Se", "Cl", "C", "C", "C", "C", "C", "C", "N", "C", "C", "N", "C", "O", "C", "C", "C", "Cl", "S", "C", "C", "C", "Cl", "C", "H", "H", "H", "H", "H", "H", "H", "H", "H", "H", "H", "H", "H"], "coordinates": [[1.18377, 1.60776, 1.54520], [4.32907, 0.23055, 3.01746], [3.37263, 1.13373, 2.94483], [3.22700, 1.84064, 1.89304], [2.41665, 1.32758, 4.09262], [1.19600, 2.17028, 3.67142], [4.79299, 0.00936, 2.14854], [4.19225, -0.57866, 3.63642], [2.99653, 1.76557, 4.91426], [2.10085, 0.33840, 4.44653], [1.37762, 3.23475, 3.85820], [0.33909, 1.86513, 4.27484], [0.02576, -1.48208, 5.03146], [1.13440, -2.56916, 3.15905], [1.23971, -0.82616, 1.14274], [-0.16257, -4.26468, 2.01628], [3.49915, -2.98202, 3.57642], [0.23521, -4.96392, -2.85204], [-0.34259, -3.32895, -2.84422], [-0.29834, -2.58443, -1.67907], [-0.77153, -1.28045, -1.71196], [-1.29788, -0.71186, -2.86605], [-1.82031, 0.71114, -2.87018], [-0.80041, 1.70353, -3.44994], [0.32117, 1.87519, -2.54375], [1.50964, 1.17406, -2.53708], [2.11719, 1.46993, -1.36203], [1.31089, 2.33164, -0.63175], [0.24951, 2.54524, -1.38443], [-2.10091, 1.20456, -1.58206], [-3.17493, 0.58665, -0.86818], [-2.75533, 0.23924, 0.52873], [-2.22603, 1.08238, 1.46367], [-1.79675, 2.76032, 1.26763], [-1.79365, 0.31976, 2.93597], [-2.33894, -1.17743, 2.33428], [-2.82140, -1.07783, 1.06564], [-1.31203, -1.49721, -4.01491], [-1.93586, -0.84635, -5.51892], [-0.83998, -2.79592, -4.02505], [0.08372, -3.00142, -0.75166], [-0.71774, -0.70173, -0.79884], [-2.71306, 0.76275, -3.50524], [-1.28211, 2.67171, -3.58542], [-0.43353, 1.35619, -4.41317], [1.79083, 0.52506, -3.34750], [3.04941, 1.10511, -0.96745], [-0.60205, 3.14485, -1.11987], [-3.49255, -0.32719, -1.37562], [-4.01677, 1.28593, -0.86585], [-2.21272, -2.06414, 2.93644], [-3.16732, -1.93340, 0.50150], [-0.86375, -3.38396, -4.93094]], "gap_ev": 5.695, "total_charge": -1, "e_above_lowest_kcal_mol": 20.3}